Run i
Formula: C4H15N2O2
Source: OMol25
Level of theory: ωB97M-V/def2-TZVPD

Each line ends with the natural charge from an NBO analysis.
Atoms and positions in Å:
C1 2.0708 1.0160 2.0040  -0.64
C2 1.8368 1.2717 0.5302  -0.45
C3 0.6120 0.7501 -0.1259  -0.06
C4 0.1363 1.3789 -1.2824  0.08
N1 -0.9312 0.9736 -2.0473  -0.80
N2 0.0212 -0.5376 0.3024  -0.69
H1 1.9684 0.0021 2.2715  0.19
H2 1.3706 1.5355 2.5971  0.22
H3 2.8666 1.6806 2.3568  0.26
H4 1.8698 2.3303 0.1951  0.25
H5 2.7755 0.9955 -0.0942  0.21
H6 0.5893 2.4289 -1.5364  0.23
H7 -1.4841 0.2725 -1.6294  0.40
H8 -1.2184 1.4275 -2.8650  0.41
H9 -0.6057 -0.3193 1.1812  0.45
H10 -0.3525 -1.1228 -0.3706  0.46
H11 0.9101 -1.0328 0.6904  0.44
H12 -0.6160 -3.6899 -0.3667  0.48
H13 -2.0076 -3.4815 -0.1981  0.49
O1 -1.2023 -2.9463 -0.4467  -0.97
H14 -2.8444 -1.0941 0.4185  0.49
H15 -3.0341 -1.1628 -1.1401  0.49
O2 -2.7311 -0.6761 -0.4445  -0.96

Results
Net charge = +1
Molar mass = 123.18 g mol⁻¹


Run ii
Formula: C4H15N2O2
Source: OMol25
Level of theory: ωB97M-V/def2-TZVPD

Each line ends with the natural charge from an NBO analysis.
Atoms and positions in Å:
N1 -0.7426 -0.0837 1.5585  -0.69
C1 -1.0848 -0.4646 0.1351  -0.05
C2 0.1089 -0.7163 -0.7898  -0.45
C3 1.3644 -1.2435 -0.0734  -0.05
O1 1.0932 -2.5682 0.3233  -0.76
C4 -1.9501 0.6629 -0.4029  -0.24
N2 -1.1106 1.8745 -0.4392  -0.88
H1 -1.6282 0.1002 2.0380  0.44
H2 -0.3111 -0.8750 2.0397  0.45
H3 -0.2444 0.8084 1.6258  0.46
H4 -1.6404 -1.3965 0.2078  0.24
H5 -0.2761 -1.5211 -1.4178  0.25
H6 0.4220 0.0268 -1.5130  0.25
H7 2.1671 -1.2836 -0.8024  0.21
H8 1.5760 -0.5583 0.7432  0.13
H9 1.7702 -3.2341 0.1862  0.50
H10 -2.8174 0.9682 0.1835  0.21
H11 -2.2962 0.4278 -1.4131  0.21
H12 -1.5974 2.6501 -0.8662  0.39
H13 -0.2148 1.7749 -0.8932  0.38
H14 2.6019 2.1499 -0.6569  0.50
H15 2.5091 1.2160 0.5811  0.47
O2 2.3012 1.2852 -0.3542  -0.96

Results
Net charge = +1
Molar mass = 123.18 g mol⁻¹


Run iii
Formula: C4H15N2O2
Source: OMol25
Level of theory: ωB97M-V/def2-TZVPD

Each line ends with the natural charge from an NBO analysis.
Atoms and positions in Å:
N1 -0.5341 0.8880 0.9711  -0.69
C1 -0.0775 -0.0858 -0.0965  -0.07
C2 1.0421 0.3792 -0.8881  -0.47
C3 1.5376 -0.8606 -1.7338  -0.05
O1 1.3907 -2.0841 -0.9718  -0.73
C4 -1.2623 -0.3475 -1.0488  -0.26
N2 -2.3527 -0.8412 -0.1750  -0.91
H1 -1.2364 0.4844 1.5620  0.46
H2 0.2703 0.9832 1.6518  0.47
H3 -0.8181 1.8156 0.6278  0.43
H4 0.2997 -1.0448 0.5387  0.27
H5 0.6855 1.1529 -1.6422  0.22
H6 1.8563 0.8720 -0.4566  0.24
H7 1.0397 -0.9513 -2.6665  0.17
H8 2.5461 -0.6980 -2.0235  0.19
H9 1.5821 -2.7592 -1.6316  0.49
H10 -1.2327 -0.9656 -1.9919  0.24
H11 -1.7349 0.5815 -1.4789  0.21
H12 -2.3426 -1.8559 0.0623  0.38
H13 -3.3476 -0.6068 -0.4832  0.39
H14 0.2749 2.4911 3.9788  0.49
H15 1.4020 1.5268 4.3484  0.49
O2 1.0120 1.9260 3.5475  -0.97

Results
Net charge = +1
Molar mass = 123.18 g mol⁻¹


Run iv
Formula: C4H15N2O2
Source: OMol25
Level of theory: ωB97M-V/def2-TZVPD

Each line ends with the natural charge from an NBO analysis.
Atoms and positions in Å:
C1 -1.1605 -1.7598 -0.6613  -0.62
C2 -1.9517 -0.4953 -0.6130  -0.43
C3 -1.4237 0.4953 0.3734  -0.20
N1 -0.1328 1.1058 -0.1405  -0.53
C4 0.0459 1.7563 -1.2467  0.39
N2 1.2512 2.2627 -1.6218  -0.75
H1 -0.1105 -1.6284 -0.8452  0.19
H2 -1.1681 -2.2744 0.2870  0.22
H3 -1.5151 -2.4036 -1.4748  0.24
H4 -2.0245 0.0679 -1.5691  0.21
H5 -3.0146 -0.5915 -0.4053  0.25
H6 -2.0525 1.4120 0.5624  0.23
H7 -0.9459 0.2720 1.3601  0.22
H8 0.5981 0.9843 0.6097  0.47
H9 -0.7468 1.8680 -1.9868  0.22
H10 1.3020 2.9604 -2.3338  0.42
H11 2.0474 2.4084 -1.0245  0.42
H12 2.4631 0.0883 2.0033  0.52
H13 1.1186 -0.2732 2.3744  0.50
O1 1.5266 0.5131 2.0054  -0.97
H14 1.5406 -2.1335 0.8314  0.48
H15 2.4327 -2.7346 1.8319  0.50
O2 1.9205 -1.9002 1.6838  -0.97

Results
Net charge = +1
Molar mass = 123.18 g mol⁻¹


Relative energy table, unit kcal/mol: run i 39.6; run ii 9.9; run iii 20.0; run iv 0.0


Run i
Formula: C4H15N2O2
Source: OMol25
Level of theory: ωB97M-V/def2-TZVPD

Each line ends with the natural charge from an NBO analysis.
Atoms and positions in Å:
N1 0.0162 1.4316 0.8024  -0.70
C1 -1.1475 0.6002 0.3328  -0.08
C2 -1.3657 0.9880 -1.1572  -0.09
O1 -0.6122 2.1292 -1.5099  -0.74
C3 -0.7175 -0.8747 0.6163  -0.23
N2 0.4467 -1.1847 -0.1152  -0.69
C4 0.4201 -1.9699 -1.3860  -0.42
H1 0.0377 2.2994 0.2538  0.47
H2 0.8560 0.8560 0.6465  0.46
H3 -0.0811 1.6131 1.8006  0.43
H4 -2.0804 0.8528 0.8331  0.22
H5 -2.4328 1.0812 -1.3720  0.20
H6 -1.0762 0.1720 -1.8276  0.19
H7 -1.1328 2.7778 -1.9903  0.51
H8 -0.5164 -0.8081 1.6914  0.21
H9 -1.6343 -1.4634 0.5154  0.21
H10 1.2472 -1.5260 0.3993  0.41
H11 -0.5495 -1.8191 -1.8637  0.19
H12 0.6857 -3.0044 -1.2141  0.21
H13 1.0519 -1.4076 -2.0768  0.21
H14 3.1738 -0.4928 2.2147  0.49
H15 2.5402 -1.8369 2.3254  0.49
O2 2.3291 -0.9344 2.0544  -0.97

Results
Net charge = +1
Molar mass = 123.18 g mol⁻¹


Run ii
Formula: C4H15N2O2
Source: OMol25
Level of theory: ωB97M-V/def2-TZVPD

Each line ends with the natural charge from an NBO analysis.
Atoms and positions in Å:
C1 -2.6344 -0.5644 0.6836  -0.60
C2 -1.3556 -0.7244 -0.1875  -0.42
C3 -0.3904 0.2780 0.4117  -0.23
N1 2.1991 0.3845 -0.5265  -0.73
C4 1.2776 1.3242 -0.8892  0.39
N2 -0.0908 1.3159 -0.4787  -0.53
H1 -2.9691 0.4123 0.8007  0.21
H2 -3.3869 -1.2767 0.2969  0.23
H3 -2.3637 -0.9373 1.6409  0.22
H4 -1.5235 -0.5081 -1.2261  0.22
H5 -0.8748 -1.8048 -0.2284  0.23
H6 0.6352 -0.1306 0.9143  0.19
H7 -0.8564 0.8172 1.2999  0.25
H8 2.9851 0.0612 -1.1584  0.46
H9 2.0359 -0.2604 0.2393  0.41
H10 1.7407 1.9153 -1.8330  0.26
H11 -0.8167 2.0436 -0.7862  0.46
H12 -1.1638 -0.4071 4.0922  0.48
H13 0.2418 0.0010 4.0173  0.48
O1 -0.5341 -0.0731 3.4516  -0.95
H14 1.5561 -1.0433 -3.7339  0.49
H15 1.3747 -2.1514 -2.6813  0.48
O2 1.4396 -1.2411 -2.7927  -0.97

Results
Net charge = +1
Molar mass = 123.18 g mol⁻¹


Relative energy table, unit kcal/mol: run i 0.0; run ii 26.8


Run i
Formula: C3H4O4Tl
Source: OMol25
Level of theory: ωB97M-V/def2-TZVPD

Each line ends with the natural charge from an NBO analysis.
Atoms and positions in Å:
O1 0.6591 -0.2783 -0.4973  -0.19
C1 0.5754 1.1165 -0.2548  1.01
C2 -0.5607 -0.9325 -0.0337  -0.11
O2 1.5758 1.7319 -0.0638  -0.57
O3 -0.6542 1.4145 -0.0136  -0.41
C3 -1.5184 0.2482 -0.0289  -0.12
H1 -0.7920 -1.7374 -0.7336  0.25
H2 -2.1441 0.2818 0.8664  0.25
H3 -2.1280 0.3065 -0.9356  0.23
H4 -0.2752 -1.3944 0.9846  0.27
Tl1 3.6511 0.2373 0.3174  0.93
O4 1.6113 -0.9941 0.3930  -0.56

Results
Net charge = +1
Molar mass = 308.44 g mol⁻¹


Run ii
Formula: C3H4O4Tl
Source: OMol25
Level of theory: ωB97M-V/def2-TZVPD

Each line ends with the natural charge from an NBO analysis.
Atoms and positions in Å:
H1 -0.8263 1.0354 0.9151  0.25
H2 -0.8113 -1.4506 -0.4900  0.18
C1 -1.0351 -0.3718 -0.4188  0.45
C2 -0.0136 0.5169 0.1741  -0.19
O1 1.0322 -0.2347 0.7331  -0.50
C3 2.2571 0.2702 0.6195  0.98
O2 2.5366 1.4407 0.6673  -0.60
O3 3.0994 -0.7280 0.4190  -0.65
Tl1 -4.7642 -0.5043 -0.3716  0.98
O4 -2.1723 -0.0116 -0.0560  -0.66
H3 0.3340 1.2542 -0.5630  0.25
H4 4.0047 -0.4245 0.5656  0.51

Results
Net charge = +1
Molar mass = 308.44 g mol⁻¹


Relative energy table, unit kcal/mol: run i 71.2; run ii 0.0


Run i
Formula: C23H20N2O3
Source: OMol25
Level of theory: ωB97M-V/def2-TZVPD

Each line ends with the natural charge from an NBO analysis.
Atoms and positions in Å:
C1 0.1089 4.2891 -3.5117  -0.41
N1 0.1118 3.4811 -2.3022  -0.31
C2 0.2722 2.1280 -2.2319  0.18
C3 0.1108 1.6909 -0.8931  -0.24
C4 0.2754 0.3718 -0.4871  0.14
C5 0.4089 -0.0025 0.8962  -0.09
C6 1.2595 0.7294 1.7726  -0.18
C7 1.3760 0.3999 3.1159  -0.24
C8 0.6627 -0.6754 3.6605  0.03
C9 0.6938 -0.9435 5.1374  -0.64
C10 -0.1238 -1.4549 2.8024  -0.22
C11 -0.2352 -1.1412 1.4596  -0.16
C12 -0.1804 2.9059 -0.1118  0.01
C13 -0.5039 3.1548 1.2086  -0.20
C14 -0.8111 4.4656 1.6210  -0.21
C15 -0.8173 5.5316 0.7077  -0.20
C16 -0.4742 5.3042 -0.6380  -0.23
C17 -0.1482 3.9989 -1.0186  0.11
H1 -0.2225 5.3023 -3.2488  0.23
H2 1.1097 4.3524 -3.9653  0.22
H3 -0.5789 3.8709 -4.2617  0.23
H4 0.5164 1.4840 -3.0703  0.24
H5 0.4224 -0.3900 -1.2597  0.30
H6 1.8294 1.5691 1.3767  0.22
H7 2.0014 1.0064 3.7708  0.22
H8 0.1396 -1.8575 5.3566  0.22
H9 1.7116 -1.0538 5.5255  0.23
H10 0.2216 -0.1223 5.6894  0.23
H11 -0.6702 -2.2983 3.2247  0.22
H12 -0.8605 -1.7606 0.8264  0.26
H13 -0.5358 2.3363 1.9221  0.24
H14 -1.0631 4.6628 2.6660  0.22
H15 -1.0915 6.5328 1.0433  0.23
H16 -0.4728 6.1223 -1.3622  0.22
O1 -0.7748 -1.4038 -1.4491  -0.78
C18 -0.5200 -2.6308 -1.6930  0.43
C19 0.6846 -3.3090 -1.2486  -0.37
C20 0.8021 -4.6808 -1.3083  -0.15
C21 -0.2249 -5.4704 -1.8741  -0.03
N2 -0.1301 -6.8900 -1.8654  0.50
O2 -1.0361 -7.5923 -2.3707  -0.42
O3 0.8821 -7.4024 -1.3308  -0.43
C22 -1.3520 -4.8300 -2.4359  -0.17
C23 -1.4948 -3.4661 -2.3773  -0.33
H17 1.4835 -2.7255 -0.7962  0.20
H18 1.6850 -5.1751 -0.9187  0.24
H19 -2.0931 -5.4425 -2.9329  0.24
H20 -2.3543 -2.9717 -2.8200  0.21

Results
Molar mass = 372.42 g mol⁻¹


Run ii
Formula: C23H20N2O3
Source: OMol25
Level of theory: ωB97M-V/def2-TZVPD

Each line ends with the natural charge from an NBO analysis.
Atoms and positions in Å:
C1 -1.6533 -1.1419 2.5667  -0.27
C2 -0.2961 -1.2789 2.3318  -0.16
C3 0.4976 -0.1140 2.2209  -0.03
N1 1.9249 -0.2178 2.2752  0.50
O1 2.6006 0.8382 2.2641  -0.40
O2 2.4503 -1.3538 2.3502  -0.39
C4 -0.0984 1.1612 2.1995  -0.18
C5 -1.4672 1.2868 2.4244  -0.26
C6 -2.2926 0.1424 2.6930  0.37
O3 -3.5700 0.1892 2.9882  -0.59
H1 -2.2888 -2.0199 2.7048  0.23
H2 0.1888 -2.2605 2.2783  0.25
H3 0.5713 2.0093 2.0192  0.25
H4 -1.9210 2.2750 2.3506  0.21
C7 -6.0679 3.5611 4.3523  -0.66
C8 -6.3995 2.1628 4.0118  0.25
N2 -7.6138 1.8842 3.4460  -0.34
C9 -8.5640 2.8770 2.9562  -0.41
C10 -7.7458 0.5103 3.2298  0.13
C11 -6.5284 -0.1046 3.6528  0.00
C12 -6.3623 -1.4642 3.4451  -0.21
C13 -7.4182 -2.1794 2.8799  -0.23
C14 -8.5989 -1.5350 2.4105  -0.21
C15 -8.7446 -0.1563 2.5700  -0.25
C16 -5.6636 0.9739 4.0681  -0.20
C17 -4.2453 0.8014 4.4610  0.14
C18 -3.8549 -0.2235 5.5070  -0.09
C19 -4.8056 -1.0405 6.1470  -0.18
C20 -4.3800 -2.2577 6.7244  -0.22
C21 -3.0199 -2.5845 6.7266  -0.21
C22 -2.0740 -1.6220 6.3453  -0.22
C23 -2.5100 -0.3789 5.8674  -0.17
H5 -5.1678 3.5438 4.9678  0.23
H6 -5.8757 4.1751 3.4568  0.23
H7 -6.8885 4.0433 4.9069  0.23
H8 -9.3861 2.3771 2.4317  0.22
H9 -8.9894 3.4586 3.7889  0.21
H10 -8.0768 3.5728 2.2492  0.21
H11 -5.4000 -1.9285 3.6868  0.23
H12 -7.3288 -3.2642 2.7910  0.21
H13 -9.3744 -2.1373 1.9364  0.22
H14 -9.6310 0.3671 2.1998  0.21
H15 -3.6719 1.7477 4.5344  0.22
H16 -5.8711 -0.7858 6.1622  0.23
H17 -5.1292 -2.9673 7.1063  0.22
H18 -2.6945 -3.5724 7.0671  0.22
H19 -1.0093 -1.8571 6.3713  0.23
H20 -1.7830 0.4129 5.6598  0.22

Results
Molar mass = 372.42 g mol⁻¹
Structure (SMILES) = Cc1c([C@H](Oc2ccc([N+](=O)[O-])cc2)c2ccccc2)c2ccccc2n1C


Relative energy table, unit kcal/mol: run i 25.1; run ii 0.0